No. 1
ORCA calculation (ωB97M-V/def2-TZVPD) on a single C2H4NP molecule.

Results
net charge = 0
frontier orbital gap (spin up / spin down) = 6.8 / 8.4 eV
energy relative to the best compared isomer or geometry (same formula, charge and spin) = 464.17 kJ/mol
multiplicity = 1
highest occupied orbital energy (spin up / spin down) = -0.309 / -0.305 hartree

Last columns: bonded neighbours and bond lengths (Å).
Atoms and positions in Å:
1 C -0.8198 -0.7998 -0.2698  C2 1.352, N3 1.324, H5 1.013
2 C -0.0182 -1.8615 -0.5108  C1 1.352, H6 1.080
3 N -0.3442 0.2989 0.2947  C1 1.324, P4 1.593
4 P 0.8848 1.2850 0.0637  N3 1.593, H7 1.383, H8 1.403
5 H -1.8232 -0.8035 -0.4057  C1 1.013
6 H 0.8464 -2.4440 -0.2300  C2 1.080
7 H 1.1841 1.9141 1.2584  P4 1.383
8 H 0.0901 2.4109 -0.2006  P4 1.403

Here are the Löwdin charges for atoms 1 to 2, given in e: -0.42, 0.12


No. 2
ORCA calculation (ωB97M-V/def2-TZVPD) on a 2-piece molecular cluster, C18H22FNO3S overall.

Results
net charge = 0
frontier orbital gap = 9.6 eV
multiplicity = 1
highest occupied orbital energy = -0.325 hartree

Last columns: bonded neighbours and bond lengths (Å).
Atoms and positions in Å:
1 C 0.2650 1.9905 -0.8964  C2 1.502, H11 1.100, H12 1.099, H13 1.102
2 C 0.3587 0.9604 -1.9861  C1 1.502, N3 1.330, C10 1.401
3 N -0.0770 -0.2593 -1.6845  C2 1.330, C5 1.316
4 F -0.8759 -0.2849 1.2797  C26 1.371
5 C -0.0181 -1.2750 -2.5191  N3 1.316, C6 1.502, C7 1.409
6 C -0.5353 -2.5600 -1.9373  C5 1.502, H14 1.092, H15 1.103, H16 1.105
7 C 0.4702 -1.0823 -3.8270  C5 1.409, C8 1.402, H17 1.083
8 C 0.8912 0.1962 -4.2181  C7 1.402, C9 1.504, C10 1.391
9 C 1.3770 0.4075 -5.6253  C8 1.504, H18 1.089, H19 1.093, H20 1.093
10 C 0.8413 1.2181 -3.2761  C2 1.401, C8 1.391, H21 1.096
11 H 0.4278 2.9982 -1.3052  C1 1.100
12 H -0.7293 1.9296 -0.4315  C1 1.099
13 H 1.0145 1.8075 -0.1102  C1 1.102
14 H -0.7153 -3.2966 -2.7234  C6 1.092
15 H 0.1834 -2.9716 -1.2085  C6 1.103
16 H -1.4655 -2.3412 -1.3819  C6 1.105
17 H 0.4896 -1.9181 -4.5149  C7 1.083
18 H 1.6473 1.4469 -5.8073  C9 1.089
19 H 2.2647 -0.1871 -5.8563  C9 1.093
20 H 0.6419 0.1434 -6.3900  C9 1.093
21 H 1.1555 2.2331 -3.5434  C10 1.096
22 C -4.0425 3.0467 2.6464  C23 1.517, H36 1.095, H37 1.104, H38 1.098
23 C -2.9849 2.2411 3.3771  C22 1.517, O24 1.458, H39 1.102, H40 1.099
24 O -2.7775 0.9940 2.6501  C23 1.458, C25 1.345
25 C -1.7997 0.2459 3.1908  O24 1.345, C26 1.506, O35 1.208
26 C -1.5431 -0.9318 2.2872  F4 1.371, C25 1.506, S27 1.920, H41 1.100
27 S -0.4063 -2.4286 2.6803  C26 1.920, C28 1.794, O34 1.493
28 C 1.2027 -1.8094 2.1836  S27 1.794, C29 1.410, C33 1.402
29 C 1.7117 -0.6428 2.7898  C28 1.410, C30 1.399, H42 1.094
30 C 2.9715 -0.1665 2.4105  C29 1.399, C31 1.402, H43 1.090
31 C 3.6679 -0.7422 1.3379  C30 1.402, C32 1.397, H44 1.094
32 C 3.0823 -1.8087 0.6518  C31 1.397, C33 1.392, H45 1.088
33 C 1.8706 -2.3474 1.0747  C28 1.402, C32 1.392, H46 1.095
34 O -0.8145 -3.3852 1.6097  S27 1.493
35 O -1.1369 0.6151 4.1304  C25 1.208
36 H -4.4139 3.8003 3.3481  C22 1.095
37 H -3.6298 3.5803 1.7721  C22 1.104
38 H -4.8659 2.3896 2.3380  C22 1.098
39 H -2.0416 2.8060 3.4561  C23 1.102
40 H -3.3231 1.9045 4.3674  C23 1.099
41 H -2.4633 -1.3745 1.8788  C26 1.100
42 H 1.1177 -0.1071 3.5363  C29 1.094
43 H 3.3968 0.6889 2.9352  C30 1.090
44 H 4.6384 -0.3435 1.0292  C31 1.094
45 H 3.5711 -2.2205 -0.2291  C32 1.088
46 H 1.4003 -3.1597 0.5103  C33 1.095

Here are the Löwdin charges for atoms 1 to 2, given in e: -0.04, -0.32


No. 3
ORCA calculation (ωB97M-V/def2-TZVPD) on a 2-piece molecular cluster, C4H11N3O overall.

Results
net charge = 0
frontier orbital gap = 9.9 eV
SMILES string = [H]/N=N\N.CCC(C)=O
energy relative to the best compared isomer or geometry (same formula, charge and spin) = 325.92 kJ/mol
multiplicity = 1
highest occupied orbital energy = -0.336 hartree

Last columns: bonded neighbours and bond lengths (Å).
Atoms and positions in Å:
1 H -1.6322 0.8440 0.9069  N2 1.075
2 N -2.6514 1.0141 1.2036  H1 1.075, N3 1.199
3 N -3.0825 1.8880 0.5044  N2 1.199, N4 1.499
4 N -2.0750 2.2905 -0.5301  N3 1.499, H5 1.011, H6 1.021
5 H -2.4407 2.5718 -1.4299  N4 1.011
6 H -1.0867 2.4852 -0.3652  N4 1.021
7 C -0.6335 -1.4192 -0.8479  C8 1.523, H12 1.088, H13 1.089, H14 1.089
8 C 0.8444 -1.3784 -0.4841  C7 1.523, C9 1.512, H15 1.096, H16 1.094
9 C 1.2364 -0.1752 0.3437  C8 1.512, C10 1.509, O11 1.209
10 C 2.6094 -0.2326 0.9659  C9 1.509, H17 1.088, H18 1.087, H19 1.090
11 O 0.5178 0.7862 0.4897  C9 1.209
12 H -0.9194 -0.5305 -1.4071  C7 1.088
13 H -1.2614 -1.4766 0.0401  C7 1.089
14 H -0.8501 -2.2848 -1.4714  C7 1.089
15 H 1.4604 -1.3402 -1.3895  C8 1.096
16 H 1.1317 -2.2778 0.0678  C8 1.094
17 H 3.3562 -0.5372 0.2352  C10 1.088
18 H 2.8754 0.7325 1.3896  C10 1.087
19 H 2.6012 -0.9598 1.7782  C10 1.090

Here are the Löwdin charges for atoms 1 to 2, given in e: 0.04, 0.00


No. 4
ORCA calculation (ωB97M-V/def2-TZVPD) on a 2-piece molecular cluster, C5H6O2 overall.

Results
net charge = 0
frontier orbital gap = 8.2 eV
SMILES string = C=C=C=O.C=CO
energy relative to the best compared isomer or geometry (same formula, charge and spin) = 374.76 kJ/mol
multiplicity = 1
highest occupied orbital energy = -0.322 hartree

Last columns: bonded neighbours and bond lengths (Å).
Atoms and positions in Å:
1 C -1.4317 -1.9015 -0.1775  C2 1.290, H5 1.070, H6 1.017
2 C -1.6012 -0.6374 0.0166  C1 1.290, C3 1.235
3 C -1.6568 0.5818 0.2059  C2 1.235, O4 1.169
4 O -1.8158 1.7349 0.3185  C3 1.169
5 H -0.8035 -2.3052 -0.9444  C1 1.070
6 H -1.9881 -2.5293 0.3981  C1 1.017
7 C 1.3111 1.5062 -0.2760  C8 1.336, H10 1.084, H11 1.114
8 C 1.2748 0.1706 -0.2840  C7 1.336, O9 1.358, H12 1.083
9 O 1.5078 -0.5592 0.8372  C8 1.358, H13 0.917
10 H 1.0103 2.1725 -1.0761  C7 1.084
11 H 1.5145 2.0930 0.6494  C7 1.114
12 H 0.8766 -0.3582 -1.1414  C8 1.083
13 H 1.8019 0.0318 1.4737  O9 0.917

Here are the Löwdin charges for atoms 1 to 2, given in e: 0.07, -0.09


No. 5
ORCA calculation (ωB97M-V/def2-TZVPD) on an isolated ion of composition C4H7N2 and charge +1.

Results
net charge = +1
frontier orbital gap = 11.5 eV
SMILES string = C#C[NH2+][C@@H]1CN1
energy relative to the best compared isomer or geometry (same formula, charge and spin) = 635.62 kJ/mol
multiplicity = 1
highest occupied orbital energy = -0.560 hartree

Last columns: bonded neighbours and bond lengths (Å).
Atoms and positions in Å:
1 C -3.3226 -0.3205 0.0863  C2 1.239, H7 1.075
2 C -2.1516 -0.0258 -0.1921  C1 1.239, N3 1.546
3 N -0.6628 0.3903 -0.2104  C2 1.546, C4 1.529, H8 1.006, H9 1.086
4 C 0.6581 -0.1543 0.3352  N3 1.529, C5 1.588, N6 1.387, H10 1.094
5 C 2.1301 0.3816 0.0740  C4 1.588, N6 1.497, H11 1.163, H12 1.084
6 N 1.5199 -0.8660 -0.4854  C4 1.387, C5 1.497, H13 1.086
7 H -4.3554 -0.5893 -0.0454  C1 1.075
8 H -0.6283 1.3172 0.1777  N3 1.006
9 H -0.5405 0.5983 -1.2698  N3 1.086
10 H 0.5025 -0.4869 1.3658  C4 1.094
11 H 2.4783 1.0964 -0.7747  C5 1.163
12 H 2.7347 0.5023 0.9651  C5 1.084
13 H 1.6375 -1.8434 -0.0264  N6 1.086

Here are the Löwdin charges for atoms 1 to 2, given in e: 0.18, -0.02


No. 6
ORCA calculation (ωB97M-V/def2-TZVPD) on a single C4H4OS molecule.

Results
net charge = 0
frontier orbital gap = 8.4 eV
SMILES string = C#CC(=S)OC
energy relative to the best compared isomer or geometry (same formula, charge and spin) = 259.72 kJ/mol
multiplicity = 1
highest occupied orbital energy = -0.327 hartree

Last columns: bonded neighbours and bond lengths (Å).
Atoms and positions in Å:
1 C -0.0132 2.2188 0.0642  C2 1.199, H7 1.056
2 C 0.4336 1.1116 -0.0463  C1 1.199, C3 1.437
3 C 1.1990 -0.1040 -0.0175  C2 1.437, S4 1.632, O5 1.363
4 S 2.8280 -0.2037 0.0170  C3 1.632
5 O 0.5079 -1.2736 0.0980  C3 1.363, C6 1.434
6 C -0.9218 -1.2521 -0.0070  O5 1.434, H8 1.144, H9 1.087, H10 1.101
7 H -0.3308 3.2258 0.0398  C1 1.056
8 H -1.3908 -0.8519 0.9572  C6 1.144
9 H -1.1161 -0.5838 -0.8418  C6 1.087
10 H -1.1958 -2.2871 -0.2637  C6 1.101

Here are the Löwdin charges for atoms 1 to 2, given in e: 0.17, -0.16